93
Properties=species:S:1:pos:R:3:forces:R:3:mulliken_charge:R:1 method="wB97M-V/def2-TZVPD" total_energy_ha=-2524.743804 orbital_gap_ev=3.10 lumo_energy_ev=-0.40 molar_mass_g_mol=781.1
Ba 0.065 0.910 0.636 0.1388 -0.5152 -0.1283 1.364
C -3.999 4.356 -1.717 -0.0025 0.0067 -0.0119 -0.853
N -3.434 3.709 -0.548 0.0122 -0.0571 0.0904 0.266
C -4.130 2.986 0.387 0.0222 -0.0019 -0.0155 0.018
C -3.205 2.525 1.281 0.0123 -0.0456 0.0048 -1.211
N -1.958 2.939 0.904 0.0431 0.1930 -0.0692 -0.368
C -2.117 3.646 -0.198 -0.1254 0.0124 0.0096 0.331
P -0.847 4.587 -1.093 0.0039 -0.0197 -0.0915 -0.416
C 0.520 4.552 0.098 0.1327 -0.0074 0.0722 -0.096
N 1.278 3.534 0.478 -0.0803 0.2319 -0.1811 0.107
C 2.201 4.048 1.338 -0.0313 -0.0369 0.0840 -0.877
C 1.998 5.390 1.492 -0.0208 -0.0024 -0.0207 -0.163
N 0.933 5.706 0.698 0.0418 -0.0341 0.0477 0.234
C 0.350 7.031 0.565 -0.0058 0.0009 -0.0016 -0.828
C -0.289 3.386 -2.342 0.0642 0.0004 -0.0344 -0.403
N 0.009 2.109 -2.177 -0.1644 0.1018 0.0326 0.747
C 0.373 1.642 -3.405 0.0445 -0.0247 0.0278 -0.697
C 0.299 2.648 -4.326 0.0142 0.0191 -0.0050 -0.834
N -0.121 3.756 -3.647 -0.0117 -0.0204 0.0128 0.248
C -0.352 5.064 -4.237 0.0010 0.0086 0.0072 -0.788
H -5.070 4.472 -1.572 0.0007 0.0052 0.0008 0.352
H -3.826 3.761 -2.615 -0.0024 -0.0036 0.0009 0.292
H -3.553 5.341 -1.847 0.0022 -0.0006 -0.0004 0.297
H -5.199 2.873 0.334 0.0000 -0.0019 0.0003 0.435
H -3.344 1.921 2.163 -0.0119 -0.0030 -0.0075 0.523
H 2.942 3.427 1.813 0.0055 0.0072 -0.0027 0.442
H 2.502 6.129 2.090 -0.0060 0.0067 -0.0028 0.396
H 0.855 7.696 1.261 -0.0004 0.0070 -0.0048 0.309
H -0.710 7.009 0.809 0.0027 0.0049 0.0050 0.322
H 0.479 7.411 -0.448 -0.0047 -0.0039 -0.0002 0.305
H 0.690 0.622 -3.550 -0.0193 -0.0070 0.0069 0.563
H 0.507 2.675 -5.382 -0.0018 0.0042 -0.0028 0.430
H -0.028 5.034 -5.273 -0.0030 0.0017 -0.0010 0.301
H 0.218 5.828 -3.712 0.0035 -0.0011 -0.0029 0.316
H -1.409 5.324 -4.204 -0.0001 0.0009 0.0034 0.283
N -2.423 -0.211 -0.505 0.0388 0.0622 0.0586 -0.127
C -2.247 -1.562 -1.060 0.0943 0.0100 -0.0900 -0.048
C -0.992 -1.642 -1.914 -0.0318 0.0587 -0.0069 -0.768
N 0.215 -1.433 -1.120 -0.0028 0.0082 0.0890 0.542
C 0.539 -2.585 -0.265 -0.0011 0.0218 0.1105 0.571
C 1.928 -2.454 0.341 -0.1372 -0.0591 -0.0154 -0.695
N 2.030 -1.227 1.130 0.0641 0.1520 0.1436 -0.189
H -3.068 -0.241 0.278 0.0207 -0.0310 0.0100 0.221
H -2.824 0.414 -1.196 -0.0299 -0.0194 -0.0062 0.129
H -3.106 -1.885 -1.659 -0.0049 -0.0041 0.0102 0.352
H -2.167 -2.254 -0.223 -0.0322 0.0126 -0.0422 -0.591
H -1.036 -0.869 -2.689 0.0246 -0.0030 -0.0087 0.279
H -0.984 -2.618 -2.423 0.0038 -0.0078 -0.0025 0.330
H 1.005 -1.245 -1.732 0.0031 -0.0665 -0.0178 -0.353
H 0.483 -3.526 -0.832 0.0004 -0.0142 -0.0018 0.344
H -0.196 -2.659 0.547 0.0867 0.0283 -0.0502 -0.518
H 2.679 -2.425 -0.455 -0.0220 0.0193 -0.0232 -0.085
H 2.115 -3.355 0.936 0.0015 -0.0023 0.0025 0.531
H 2.957 -1.146 1.533 0.0080 -0.0401 -0.0112 0.222
H 1.380 -1.269 1.931 -0.0190 -0.0292 -0.0128 -0.064
C 2.790 -1.980 -4.770 0.0246 0.0141 0.0120 -1.334
P 3.236 -0.966 -3.302 -0.0268 -0.0227 -0.0195 0.833
C 4.120 0.412 -4.136 -0.0043 -0.0120 0.0177 -1.245
C 4.670 -1.932 -2.685 -0.0189 0.0116 -0.0078 -1.339
H 3.658 -2.192 -5.397 -0.0053 -0.0032 -0.0063 0.419
H 2.043 -1.456 -5.368 -0.0053 0.0004 -0.0040 0.344
H 2.351 -2.923 -4.443 0.0023 -0.0041 -0.0012 0.354
H 4.857 0.045 -4.854 0.0068 0.0061 0.0018 0.386
H 4.627 1.024 -3.389 -0.0001 0.0050 -0.0030 0.353
H 3.403 1.050 -4.655 0.0023 0.0001 -0.0069 0.310
H 5.405 -2.107 -3.473 0.0087 -0.0042 0.0058 0.411
H 4.326 -2.893 -2.301 0.0027 -0.0024 -0.0040 0.372
H 5.148 -1.398 -1.863 0.0026 0.0011 0.0003 0.360
C -0.351 -0.273 2.916 -0.2645 0.4021 0.3601 -1.342
C -0.595 -1.407 3.351 0.3537 -0.0953 -0.3862 0.358
C -0.732 -2.775 3.684 -0.2676 -0.1537 -0.0711 -0.319
C -1.654 -3.526 2.869 0.0134 0.0008 0.0401 -0.025
C -1.547 -4.920 2.611 -0.0425 0.0613 0.0097 -0.499
C -2.410 -5.581 1.757 0.0416 -0.0082 0.0275 -0.744
C -3.448 -4.916 1.108 -0.0323 0.0296 -0.0304 -0.625
C -3.581 -3.551 1.340 -0.0236 -0.0560 0.1000 -0.171
C -2.713 -2.872 2.178 0.0219 -0.0684 0.0258 -0.369
C 0.105 -3.310 4.739 0.0116 -0.0124 -0.0168 0.542
C -0.153 -4.518 5.428 0.0351 0.0692 -0.0526 -0.190
C 0.671 -4.971 6.444 0.0057 -0.0067 -0.0063 -0.662
C 1.790 -4.251 6.843 -0.0031 -0.0095 0.0038 -0.483
C 2.047 -3.042 6.205 0.0112 0.0117 -0.0010 -0.572
C 1.230 -2.581 5.189 0.0347 -0.0153 -0.0113 -0.650
H -0.735 -5.475 3.054 0.0598 -0.0416 0.0889 0.569
H -2.265 -6.642 1.584 0.0106 -0.0008 0.0053 0.373
H -4.129 -5.444 0.452 -0.0028 0.0024 0.0051 0.384
H -4.392 -3.007 0.862 0.0046 0.0312 -0.0052 0.406
H -2.837 -1.807 2.341 -0.0020 -0.0016 0.0259 0.423
H -1.041 -5.085 5.192 -0.0666 -0.0536 -0.0712 0.546
H 0.422 -5.900 6.946 -0.0052 -0.0022 -0.0039 0.354
H 2.431 -4.609 7.639 -0.0017 -0.0024 0.0019 0.362
H 2.900 -2.444 6.509 -0.0005 0.0055 -0.0024 0.342
H 1.438 -1.627 4.719 0.0004 0.0018 0.0220 0.335



14
Properties=species:S:1:pos:R:3:forces:R:3:lowdin_spin:R:1 method="wB97M-V/def2-TZVPD" total_energy_ha=-858.293710 orbital_gap_ev="7.24 / 7.51" lumo_energy_ev="0.75 / -2.28" molar_mass_g_mol=139.5 s2=2.007 multiplicity=3
C 1.453 0.742 0.770 -1.5881 -0.8507 1.2214 0.003
C 1.285 0.196 -0.588 1.8007 0.6052 -2.4265 0.018
C -1.497 0.316 -0.680 -0.0545 7.5878 -2.6596 0.653
N -1.326 -0.633 0.173 0.9249 -8.4477 1.3337 0.496
O -1.153 -1.927 -0.431 -0.5619 -0.1269 -0.7203 0.039
O -1.219 -0.614 1.354 0.3618 1.1966 5.3911 0.534
O 1.434 -0.947 -0.906 -0.2007 -1.3031 0.3500 0.027
Cl -2.029 1.906 -0.181 0.0895 -1.3336 -0.0320 0.181
H 2.201 1.484 0.834 0.4825 1.2856 -0.2584 0.000
H 1.692 0.024 1.573 -0.1233 -0.2470 -0.8009 0.001
H 0.435 1.087 1.009 0.5744 0.7244 0.3480 0.000
H 1.202 0.884 -1.513 -0.3246 0.0807 1.5745 0.008
H -1.783 0.042 -1.604 -0.8926 -0.8238 -3.0386 0.037
H -0.696 -2.560 0.190 -0.4881 1.6525 -0.2823 0.003



13
Properties=species:S:1:pos:R:3:forces:R:3:mulliken_charge:R:1 method="wB97M-V/def2-TZVPD" total_energy_ha=-340.728457 orbital_gap_ev=8.40 lumo_energy_ev=0.82 molar_mass_g_mol=98.1 smiles=Nc1c[nH]c(O)c1
N -2.238 0.576 -0.214 0.0218 0.0133 0.1066 -0.658
C -0.912 0.074 -0.161 0.0467 -0.3210 -0.2453 0.595
C -0.479 -1.187 -0.420 -0.2279 -0.0858 0.1426 -0.928
N 0.893 -1.209 -0.145 0.1048 -0.0313 0.0881 0.009
C 1.301 0.028 0.201 -0.1954 -0.2388 -0.2852 0.346
O 2.598 0.181 0.555 -0.0635 0.3110 -0.2683 -0.521
C 0.222 0.898 0.151 0.0601 -0.2640 -0.4892 -0.502
H -2.752 0.193 0.575 -0.1081 -0.0308 -0.2490 0.269
H -2.213 1.580 -0.047 -0.0068 -0.2043 -0.1340 0.287
H -0.986 -2.032 -0.852 -0.0156 -0.1322 0.2861 0.393
H 1.508 -1.998 -0.230 -0.0747 -0.0801 0.2110 0.198
H 2.685 1.026 1.015 -0.0312 -0.1277 -0.1302 0.333
H 0.216 1.758 -0.497 0.4899 1.1915 0.9667 0.179



10
Properties=species:S:1:pos:R:3:forces:R:3:mulliken_charge:R:1 method="wB97M-V/def2-TZVPD" total_energy_ha=-155.923565 orbital_gap_ev=10.36 lumo_energy_ev=1.07 molar_mass_g_mol=54.1 smiles=CC#CC
C 0.476 -1.816 -0.250 0.0141 -0.1817 -0.0364 -0.902
C 0.574 -0.407 -0.635 -0.5335 0.6979 0.5301 0.099
C 0.233 0.732 -0.431 0.1401 -0.6185 -0.1460 0.077
C -0.475 1.811 0.249 -0.0813 0.1436 0.0800 -0.886
H 1.390 -2.203 0.207 -0.0708 -0.0182 -0.1992 0.272
H 0.146 -2.466 -1.060 0.1678 -0.0477 0.0116 0.287
H -0.312 -1.791 0.515 0.2017 -0.4427 -0.1012 0.261
H -1.549 1.719 0.055 0.1740 0.1991 -0.1372 0.252
H -0.141 2.826 0.036 -0.0140 -0.0874 -0.0349 0.301
H -0.342 1.595 1.313 0.0020 0.3557 0.0332 0.238